(1)
DFT (wB97M-V/def2-TZVPD) results for a cluster of 2 separate species, C3H9NS in total.

Cartesian coordinates (Å):
C 1.86046 2.78425 -0.24743
N 2.29510 2.95310 0.94886
H 1.25224 3.66170 -0.60899
H 2.03942 1.91030 -0.88536
H 2.72934 2.12161 1.35220
C 0.63080 -1.18763 0.31237
C -0.53247 -2.03105 -0.29019
S -2.06014 -0.99109 -0.26155
H 0.54164 -0.96746 1.38500
H 0.73791 -0.24835 -0.25023
H 1.55719 -1.78247 0.20831
H -0.26427 -2.31296 -1.30464
H -0.75148 -2.93892 0.26219
H -2.69812 -1.65110 -1.26416

Charge ... -1
Orbital gap (spin up / spin down) ... 0.0934 / 0.3366 Eh
2S+1 ... 2
HOMO energy (spin up / spin down) ... 1.132 / -5.307 eV
Expectation value of S² ... 0.751

Atomic partial charges in e from the Mulliken method, atoms 1 to 5: -0.738, -0.525, 0.371, 0.406, 0.229

(2)
DFT (wB97M-V/def2-TZVPD) results for the molecule C5H11NO.

Cartesian coordinates (Å):
C -0.74738 -2.07051 0.10390
C -0.76328 -0.68893 -0.49675
C -1.84119 0.28684 -0.19593
N -0.52230 0.40035 0.42845
C 0.27496 1.48560 -0.02676
C 2.12355 0.56252 -0.26387
O 1.67791 1.37579 1.02706
H 0.28540 -2.40750 0.24511
H -1.26048 -2.79054 -0.54183
H -1.24162 -2.06411 1.08107
H -0.27235 -0.58088 -1.46384
H -2.65469 0.02775 0.47889
H -2.09667 1.01031 -0.96978
H 0.29676 1.65631 -1.10404
H -0.04674 2.40616 0.48284
H 2.42889 -0.42491 0.11424
H 3.04019 1.10014 -0.54303
H 1.31904 0.71560 1.64426

Orbital gap ... 0.2865 Eh
HOMO energy ... -6.810 eV

Atomic partial charges in e from the Mulliken method, atoms 1 to 5: -1.400, 0.300, -0.483, -0.327, -0.384

(3)
DFT (wB97M-V/def2-TZVPD) results for a structure of composition C39H34ClLaN3SSi2.

Cartesian coordinates (Å):
C 0.88283 2.37462 3.16907
C 0.87542 2.96832 1.86453
C -0.39391 2.68230 1.26056
H 1.67702 3.57667 1.43306
C -1.16361 1.92573 2.19789
C -0.38116 1.74287 3.36779
H -0.74378 1.29033 4.29299
H 1.69809 2.40472 3.89251
H -0.75314 3.04793 0.29590
H -2.20345 1.60925 2.08618
La 1.07068 0.24536 1.38332
Si 0.27773 1.03613 -2.44738
C 1.33928 0.54255 -3.99418
C 0.97963 -0.51188 -4.84985
H 0.01473 -1.01945 -4.75188
C 1.84048 -0.91194 -5.88058
H 1.55136 -1.75378 -6.51781
C 3.02778 -0.22121 -6.12551
H 3.69144 -0.53286 -6.93350
C 3.33393 0.89618 -5.33935
H 4.21821 1.49637 -5.54792
C 2.49903 1.27077 -4.27575
H 2.75081 2.15626 -3.68773
C -1.33337 1.46963 -3.53993
C -0.98383 1.88515 -4.84499
H 0.01339 2.29153 -5.04166
C -1.83342 1.68397 -5.92970
H -1.45026 1.84459 -6.93776
C -3.14093 1.25281 -5.69568
H -3.79645 1.04808 -6.53542
C -3.59707 1.13615 -4.38266
H -4.63839 0.86402 -4.18335
C -2.72340 1.37380 -3.31812
H -3.17730 1.45505 -2.33126
H 0.38388 2.38733 -1.80263
Si -1.67631 -2.19512 -2.10685
C -2.88961 -1.31711 -1.01384
C -2.74089 0.04009 -0.64216
H -1.91363 0.64456 -1.04301
C -3.63963 0.67636 0.20325
H -3.51387 1.74775 0.39877
C -4.71436 -0.03897 0.72982
H -5.41437 0.45483 1.40301
C -4.90389 -1.37006 0.37438
H -5.77710 -1.91298 0.74138
C -4.00538 -2.01697 -0.47664
H -4.11302 -3.07377 -0.73697
C 0.04927 -1.62550 -1.85038
C 0.34490 -0.30652 -1.20984
H -0.34196 -0.03324 -0.37774
C 1.74771 0.16704 -1.23057
H 2.10968 1.08807 -0.70862
C 2.75255 -0.73275 -1.69453
H 3.79255 -0.36995 -1.67312
C 2.43475 -1.98367 -2.16447
H 3.23329 -2.61449 -2.55556
C 1.10884 -2.43340 -2.24207
H 0.90823 -3.41140 -2.70291
H -1.67080 -3.54221 -1.76630
Cl 3.13272 -1.27611 1.55013
N 0.78999 -1.58250 5.91615
C 1.99235 -1.01935 6.33101
C 2.62006 -1.04157 7.55768
C 3.82666 -0.32828 7.66219
C 4.34704 0.37767 6.56261
C 3.67817 0.40669 5.33171
C 2.47830 -0.30144 5.21920
N 1.57336 -0.42203 4.17172
C 0.57171 -1.20798 4.62909
C -0.62436 -1.55999 3.90573
C -1.80659 -2.06154 4.39745
S -3.02724 -2.09383 3.15742
C -1.86854 -1.48467 2.04874
N -0.63617 -1.27393 2.53798
H 0.15966 -2.15764 6.47171
H 2.16256 -1.59263 8.38196
H 4.36329 -0.31707 8.60682
H 5.29010 0.90878 6.67951
H 4.04432 0.93855 4.45136
H -1.96350 -2.35369 5.42758
H -2.08307 -1.40540 0.99804

Charge ... +1
Orbital gap (spin up / spin down) ... 0.2236 / 0.2184 Eh
HOMO energy (spin up / spin down) ... -10.094 / -10.128 eV

Atomic partial charges in e from the Mulliken method, atoms 1 to 5: -0.594, -1.251, -0.414, 0.520, -0.123

no.,calculated total energy (eV)
1,-15579.91533
2,-8894.21096
3,-85431.10386